Entry 1:
Molecular formula: C5H15NO2
Method: DFT, ωB97M-V/def2-TZVPD

XYZ file:
```
23
C5H15NO2, DFT ωB97M-V/def2-TZVPD
C -0.16360 1.95824 0.42565
C 0.67350 0.86068 1.20536
C 1.71822 0.03964 0.53037
C 1.76012 -1.30659 1.01286
C 0.02818 -1.03713 -2.19101
N 2.34417 0.54147 -0.44427
H 0.42818 2.80813 0.16428
H -0.53319 1.52293 -0.62026
H -1.00600 2.38791 0.78543
H 0.05762 0.14912 1.78413
H 1.26436 1.32163 2.01057
H 2.73805 -1.82828 0.72903
H 1.17967 -1.75989 1.73742
H -1.05528 -1.03504 -2.38459
H 0.21305 -0.92141 -1.09012
H 0.43264 -1.97651 -2.54375
H 0.48555 -0.16447 -2.67217
H 3.05046 -0.09409 -0.78872
H -3.11363 0.40816 -1.25541
O -2.33212 0.38326 -0.67693
H -2.69328 -0.38225 0.66102
H -3.08885 -1.17618 2.01743
O -2.38780 -0.69934 1.60370
```

HOMO energy   -7.82 eV
Total charge   0
Calculated total energy   -404.44681 Eh
Orbital gap   3.2 eV
ΔE to the lowest compared entry with this formula, charge and spin   193.4 kcal/mol
Largest force on an atom   5.44 eV/A

***

Entry 2:
Molecular formula: C37H81O12P
Method: DFT, ωB97M-V/def2-TZVPD

XYZ file:
```
131
C37H81O12P, DFT ωB97M-V/def2-TZVPD
C -8.56420 2.48719 4.29335
C -9.52700 1.29981 4.06789
C -8.83829 0.08137 3.44147
C -8.04856 0.37414 2.12892
C -8.55189 -0.50772 0.97475
C -7.84065 -0.33930 -0.38170
C -6.54678 -1.16617 -0.55596
C -5.24853 -0.44836 -0.15078
C -3.96681 -1.07566 -0.74161
C -3.98398 -2.60524 -0.78745
C -2.88456 -3.16666 -1.71459
C -2.72329 -4.69331 -1.60882
C -1.35245 -5.15602 -2.15607
C -1.35811 -6.60921 -2.67185
C 0.04358 -7.25864 -2.58391
O -2.84057 -0.67383 0.04247
C -1.77147 -0.11674 -0.70547
C -1.06154 0.99870 0.07660
O -0.41993 0.50194 1.22682
O -0.13628 1.51025 -0.84441
C 0.60553 2.64788 -0.41087
C -0.23326 3.94200 -0.27668
C -1.29599 4.06938 -1.36552
C -2.01077 5.45899 -1.39423
P -3.38462 5.65567 -0.22881
O -3.46568 7.02470 0.34763
O -3.08225 4.53746 0.89229
C -4.03674 4.40870 1.96530
C -3.56915 3.27286 2.88301
O -4.77186 5.27562 -0.96035
C -5.06088 3.89836 -1.25775
C -4.71604 3.52135 -2.70565
H -8.54006 3.16279 3.43083
H -7.55915 2.10692 4.48896
H -8.87469 3.08896 5.15069
H -10.37639 1.62026 3.45499
H -9.90122 1.00532 5.05607
H -9.59123 -0.67822 3.19659
H -8.15985 -0.37839 4.17144
H -6.99619 0.11425 2.31086
H -8.10363 1.43155 1.85381
H -9.60650 -0.23533 0.81520
H -8.55215 -1.56091 1.28111
H -8.55054 -0.65346 -1.15316
H -7.60226 0.72090 -0.54530
H -6.45578 -1.53299 -1.58305
H -6.65594 -2.05789 0.07890
H -5.12948 -0.34544 0.93190
H -5.31674 0.58242 -0.53427
H -3.85914 -0.70438 -1.77176
H -3.80663 -2.99138 0.22536
H -4.93608 -3.00074 -1.14631
H -3.18831 -2.93669 -2.74721
H -1.92068 -2.68327 -1.52821
H -3.49147 -5.16765 -2.22918
H -2.82369 -5.00188 -0.56458
H -0.60499 -5.09793 -1.35541
H -1.03366 -4.47425 -2.95531
H -2.05979 -7.20306 -2.07546
H -1.67311 -6.64466 -3.71861
H 0.15441 -7.80904 -1.64135
H 0.82621 -6.49079 -2.59159
H 0.23063 -7.96998 -3.39042
H -1.01760 -0.89315 -0.88027
H -2.12509 0.32006 -1.64419
H -1.80537 1.75260 0.36401
H -0.81481 0.89718 1.99461
H 1.35691 2.79811 -1.19523
H 1.14457 2.45353 0.52156
H 0.45562 4.79570 -0.32424
H -0.68253 3.97596 0.72054
H -0.80666 3.93808 -2.34029
H -2.04913 3.28495 -1.26783
H -2.33955 5.67687 -2.41362
H -1.30246 6.24673 -1.11517
H -5.03366 4.19393 1.56447
H -4.10329 5.36296 2.49267
H -2.54879 3.00753 2.60131
H -4.17687 2.38160 2.75150
H -3.56097 3.59011 3.92451
H -6.13511 3.76539 -1.09350
H -4.55137 3.22003 -0.56804
H -3.78120 2.96205 -2.78233
H -5.50687 2.87502 -3.10309
H -4.69136 4.41095 -3.34111
C 5.43672 -1.42277 -4.36592
O 5.05311 -1.89708 -3.09622
C 6.03410 -1.69503 -2.09355
C 5.41112 -1.36010 -0.75696
O 4.88692 -0.04722 -0.65718
C 3.67838 0.25597 -1.33987
C 2.43394 -0.35886 -0.74285
O 2.36226 -1.75184 -1.02823
C 1.76414 -2.50332 0.00237
H 6.22945 -2.04052 -4.80333
H 4.55966 -1.46823 -5.00949
H 5.77863 -0.38257 -4.31516
H 6.71677 -0.88733 -2.38192
H 6.61403 -2.62127 -1.98146
H 6.21555 -1.38775 -0.01935
H 4.67602 -2.11130 -0.46141
H 3.75438 0.02587 -2.40476
H 3.57657 1.34019 -1.24443
H 1.55227 0.12837 -1.16882
H 2.42828 -0.18818 0.34045
H 2.21920 -2.27982 0.97415
H 1.92741 -3.55662 -0.22409
H 0.68579 -2.31691 0.06793
C 7.80505 0.77594 1.12920
O 8.78980 0.05221 1.83832
C 8.83175 -1.32652 1.52315
C 10.24680 -1.86030 1.53649
O 11.03755 -1.46484 0.42773
C 11.50266 -0.12651 0.36812
C 12.60026 0.20805 1.35296
O 12.09698 0.34549 2.66947
C 13.00451 -0.06282 3.66630
H 6.79527 0.53062 1.47400
H 7.99568 1.83291 1.30788
H 7.87074 0.59153 0.05083
H 8.39559 -1.50968 0.53492
H 8.24749 -1.87785 2.27288
H 10.17602 -2.94740 1.44846
H 10.74142 -1.63973 2.48438
H 10.68051 0.58791 0.44400
H 11.93255 -0.03014 -0.63171
H 13.06245 1.15760 1.04984
H 13.36748 -0.57420 1.31321
H 13.40263 -1.06227 3.45703
H 12.46081 -0.09666 4.60891
H 13.83808 0.64225 3.76388
```

HOMO energy   -8.98 eV
Total charge   0
Calculated total energy   -2702.54032 Eh
Orbital gap   9.5 eV
SMILES string   CCCCCCCC[C@H](CCCCCC)OC[C@@H](O)OCCCCP(=O)(OCC)OCC.COCCOCCOC.COCCOCCOC
ΔE to the lowest compared entry with this formula, charge and spin   0.0 kcal/mol
Largest force on an atom   2.11 eV/A